1.
{
  "formula": "C41H57AsBrN11O5PSSn",
  "method": "the ωB97M-V functional and the def2-TZVPD basis",
  "symbols": ["Sn", "O", "S", "O", "N", "C", "O", "C", "C", "C", "C", "C", "C", "H", "H", "H", "H", "C", "C", "As", "C", "C", "C", "C", "H", "H", "H", "H", "H", "H", "H", "H", "H", "H", "H", "H", "H", "H", "H", "C", "N", "C", "C", "O", "H", "H", "H", "H", "H", "H", "H", "C", "N", "C", "P", "O", "N", "C", "C", "N", "C", "C", "H", "H", "H", "H", "H", "H", "H", "H", "H", "H", "H", "H", "H", "H", "H", "H", "H", "H", "C", "C", "N", "C", "C", "C", "C", "C", "C", "C", "C", "N", "C", "N", "H", "H", "H", "H", "H", "H", "H", "H", "H", "Br", "C", "C", "C", "C", "C", "C", "H", "H", "H", "H", "N", "C", "N", "C", "N"],
  "coordinates": [[0.664, 0.276, -0.147], [2.250, -2.290, 4.825], [1.250, -2.671, 3.890], [1.486, -3.820, 3.069], [0.879, -1.413, 2.805], [-0.438, -1.400, 2.536], [-0.962, -0.892, 1.537], [-1.218, -2.126, 3.565], [-2.600, -2.138, 3.694], [-3.162, -2.801, 4.774], [-2.361, -3.450, 5.700], [-0.975, -3.462, 5.562], [-0.429, -2.790, 4.495], [-3.220, -1.628, 2.974], [-4.235, -2.807, 4.890], [-2.819, -3.956, 6.535], [-0.348, -3.971, 6.276], [-3.169, -3.064, -3.816], [-3.683, -2.198, -2.667], [-2.584, -2.084, -1.043], [-3.466, -0.641, -0.010], [-4.989, -0.674, -0.092], [-3.066, -3.767, -0.102], [-4.502, -4.082, 0.300], [-4.004, -3.407, -4.426], [-2.634, -3.942, -3.446], [-2.506, -2.502, -4.469], [-4.638, -2.607, -2.311], [-3.862, -1.173, -3.002], [-3.079, 0.289, -0.426], [-3.131, -0.714, 1.021], [-5.340, -0.529, -1.115], [-5.389, 0.144, 0.509], [-5.403, -1.605, 0.295], [-2.446, -3.792, 0.800], [-2.693, -4.561, -0.763], [-4.816, -3.463, 1.137], [-4.566, -5.121, 0.622], [-5.197, -3.951, -0.529], [2.393, 0.999, 4.936], [1.309, 0.440, 4.150], [0.145, 1.290, 4.062], [1.731, -0.144, 2.907], [1.644, 0.598, 1.828], [2.004, 1.273, 5.914], [2.832, 1.885, 4.462], [3.162, 0.239, 5.064], [-0.145, 1.582, 5.070], [-0.677, 0.733, 3.608], [0.324, 2.190, 3.458], [2.733, -0.574, 3.068], [4.058, -1.854, -1.934], [4.785, -0.709, -1.440], [6.217, -0.924, -1.375], [4.127, 0.804, -1.709], [2.643, 0.748, -1.533], [4.949, 1.751, -0.599], [4.757, 1.323, 0.776], [4.822, 3.190, -0.807], [4.468, 1.484, -3.187], [5.840, 1.634, -3.621], [3.473, 1.569, -4.234], [4.365, -2.125, -2.951], [2.989, -1.627, -1.929], [4.249, -2.704, -1.274], [6.644, -1.170, -2.354], [6.419, -1.761, -0.701], [6.704, -0.034, -0.983], [4.905, 0.247, 0.833], [3.744, 1.537, 1.141], [5.489, 1.822, 1.414], [5.785, 3.599, -1.121], [4.515, 3.684, 0.113], [4.082, 3.411, -1.578], [6.498, 1.549, -2.761], [5.973, 2.621, -4.070], [6.119, 0.880, -4.365], [2.492, 1.377, -3.807], [3.662, 0.850, -5.037], [3.478, 2.573, -4.666], [0.751, 4.754, 1.210], [0.976, 3.559, 0.549], [0.007, 2.669, 0.342], [-1.220, 2.946, 0.754], [-1.556, 4.136, 1.399], [-0.530, 5.043, 1.655], [-2.930, 4.414, 1.819], [-4.008, 4.370, 1.030], [-4.028, 4.133, -0.409], [-5.248, 4.042, -1.088], [-5.191, 3.843, -2.459], [-4.042, 3.779, -3.112], [-2.944, 3.900, -2.390], [-2.876, 4.052, -1.082], [1.559, 5.450, 1.375], [1.956, 3.286, 0.176], [-1.967, 2.179, 0.578], [-0.744, 5.967, 2.173], [-3.050, 4.695, 2.857], [-4.977, 4.586, 1.460], [-6.185, 4.130, -0.564], [-6.087, 3.743, -3.056], [-2.002, 3.866, -2.923], [3.115, -5.101, -2.443], [1.596, -4.062, -1.969], [1.155, -4.038, -0.655], [-0.018, -3.362, -0.344], [-0.742, -2.701, -1.330], [-0.226, -2.660, -2.622], [0.933, -3.341, -2.951], [1.688, -4.566, 0.123], [-0.351, -3.382, 0.685], [-0.732, -2.079, -3.378], [1.310, -3.330, -3.962], [-1.459, -0.088, -1.906], [-1.415, 0.536, -2.919], [-1.150, 1.162, -3.938], [-1.659, 1.739, -4.969], [-2.010, 2.258, -5.934]],
  "homo_energy_ha": -0.384,
  "e_above_lowest_ev": 3.1804,
  "energy_ev": -226901.311,
  "charge": 1,
  "max_force_ev_per_a": 1.934
}

=====

2.
{
  "formula": "C41H57InN7SSbSeSi3Te",
  "method": "the ωB97M-V functional and the def2-TZVPD basis",
  "symbols": ["In", "N", "N", "C", "N", "S", "H", "H", "H", "H", "H", "C", "Sb", "C", "C", "C", "C", "C", "C", "N", "Si", "C", "C", "C", "C", "C", "C", "C", "C", "C", "N", "Si", "C", "C", "C", "Si", "C", "C", "C", "H", "H", "H", "H", "H", "H", "H", "H", "H", "H", "H", "H", "H", "H", "H", "H", "H", "H", "H", "H", "H", "H", "H", "H", "H", "H", "H", "H", "H", "H", "H", "H", "H", "H", "H", "H", "H", "H", "Se", "N", "C", "C", "C", "C", "C", "C", "N", "H", "H", "H", "H", "Te", "C", "C", "C", "C", "C", "C", "C", "C", "C", "C", "C", "C", "H", "H", "H", "H", "H", "H", "H", "H", "H", "H"],
  "coordinates": [[0.269, 0.356, 0.693], [-0.782, 1.763, 2.615], [-1.197, 1.030, 3.726], [-1.019, -0.291, 3.795], [-1.469, -0.914, 4.880], [-0.310, -1.242, 2.572], [-0.093, 2.451, 2.896], [-1.578, 2.242, 2.205], [-1.620, 1.520, 4.498], [-1.910, -0.428, 5.645], [-1.364, -1.913, 4.953], [-3.552, 0.846, 1.065], [-2.893, 0.964, -0.976], [-0.838, 1.645, -0.636], [-0.898, 2.995, 0.060], [0.234, 3.637, 0.583], [0.106, 4.893, 1.151], [-1.146, 5.492, 1.195], [-2.214, 4.793, 0.660], [-2.098, 3.578, 0.115], [0.058, 1.870, -2.336], [-1.129, 2.865, -3.373], [0.476, 0.188, -2.997], [1.635, 2.850, -2.209], [-3.030, -1.158, -1.611], [-1.771, -1.975, -1.452], [-1.644, -3.177, -2.169], [-0.594, -4.040, -1.948], [0.357, -3.700, -0.994], [0.211, -2.488, -0.362], [-0.800, -1.625, -0.573], [-3.741, -1.006, -3.452], [-5.089, 0.287, -3.576], [-2.388, -0.577, -4.661], [-4.578, -2.523, -4.168], [-4.380, -2.063, -0.542], [-3.869, -2.225, 1.253], [-4.593, -3.846, -1.065], [-6.007, -1.148, -0.706], [-3.548, 1.870, 1.438], [-2.943, 0.184, 1.675], [-4.578, 0.482, 1.071], [1.211, 3.168, 0.522], [0.977, 5.404, 1.544], [-1.291, 6.475, 1.622], [-3.212, 5.218, 0.663], [-2.041, 2.328, -3.638], [-0.641, 3.183, -4.299], [-1.429, 3.766, -2.829], [-0.321, -0.542, -2.897], [1.347, -0.197, -2.463], [0.746, 0.253, -4.056], [1.483, 3.877, -1.870], [2.066, 2.902, -3.215], [2.381, 2.378, -1.567], [-2.415, -3.448, -2.873], [-0.530, -4.974, -2.491], [1.192, -4.345, -0.755], [0.966, -2.189, 0.362], [-4.872, 1.260, -3.140], [-6.029, -0.078, -3.157], [-5.261, 0.446, -4.647], [-1.880, 0.358, -4.433], [-2.845, -0.461, -5.649], [-1.638, -1.368, -4.737], [-5.440, -2.870, -3.598], [-3.925, -3.371, -4.378], [-4.968, -2.186, -5.136], [-2.813, -2.009, 1.393], [-4.036, -3.262, 1.559], [-4.449, -1.583, 1.922], [-3.740, -4.446, -0.736], [-4.752, -4.031, -2.125], [-5.471, -4.225, -0.530], [-5.904, -0.096, -0.980], [-6.562, -1.194, 0.236], [-6.633, -1.618, -1.471], [3.795, 1.203, 0.345], [2.914, -0.250, -0.282], [3.494, -0.562, -1.432], [3.180, -1.705, -2.239], [3.865, -1.900, -3.387], [4.901, -1.002, -3.831], [5.252, 0.077, -3.103], [4.564, 0.325, -1.867], [4.854, 1.322, -1.064], [2.407, -2.388, -1.922], [3.640, -2.764, -4.000], [5.408, -1.217, -4.763], [6.040, 0.753, -3.407], [2.319, 0.628, 3.413], [3.994, 1.878, 3.657], [5.288, 1.433, 3.416], [6.351, 2.312, 3.573], [6.121, 3.627, 3.952], [4.827, 4.066, 4.193], [3.758, 3.189, 4.055], [3.209, -1.241, 3.732], [3.141, -1.792, 5.008], [3.740, -3.020, 5.252], [4.398, -3.691, 4.230], [4.457, -3.139, 2.957], [3.858, -1.913, 2.700], [5.477, 0.406, 3.128], [7.362, 1.965, 3.399], [6.953, 4.308, 4.071], [4.648, 5.087, 4.506], [2.754, 3.532, 4.279], [2.643, -1.264, 5.811], [3.699, -3.449, 6.245], [4.869, -4.645, 4.427], [4.972, -3.663, 2.161], [3.893, -1.494, 1.703]],
  "homo_energy_ha": -0.450,
  "e_above_lowest_ev": 0.0000,
  "energy_ev": -172680.156,
  "charge": 2,
  "max_force_ev_per_a": 1.156
}

=====

3.
{
  "formula": "C41H57N11RuSb",
  "method": "the ωB97M-V functional and the def2-TZVPD basis",
  "symbols": ["Ru", "C", "N", "C", "C", "N", "N", "C", "N", "N", "H", "H", "H", "H", "H", "H", "H", "H", "H", "H", "H", "C", "C", "N", "C", "C", "N", "C", "C", "H", "H", "H", "H", "H", "H", "H", "H", "H", "H", "H", "H", "C", "C", "C", "C", "C", "C", "H", "H", "H", "H", "H", "H", "H", "H", "H", "C", "C", "C", "C", "C", "C", "Sb", "C", "C", "C", "C", "C", "C", "C", "C", "C", "C", "C", "C", "H", "H", "H", "H", "H", "H", "H", "H", "H", "H", "H", "H", "H", "H", "H", "N", "C", "C", "N", "C", "H", "H", "H", "H", "C", "C", "N", "C", "C", "N", "H", "H", "H", "H", "H", "H"],
  "coordinates": [[-0.539, -0.500, 0.829], [2.261, 3.817, 0.558], [0.832, 4.061, 0.707], [0.360, 5.411, 0.995], [-0.003, 3.001, 0.616], [0.359, 1.776, 0.479], [-1.360, 3.320, 0.654], [-2.410, 2.442, 0.509], [-3.595, 3.069, 0.267], [-2.288, 1.164, 0.644], [2.775, 4.770, 0.486], [2.459, 3.260, -0.360], [2.666, 3.266, 1.412], [1.214, 6.030, 1.252], [-0.312, 5.427, 1.855], [-0.131, 5.872, 0.132], [1.362, 1.643, 0.448], [-1.601, 4.295, 0.693], [-3.599, 3.983, -0.156], [-4.392, 2.499, 0.039], [-3.153, 0.714, 0.366], [-1.823, -0.253, 3.776], [-1.784, -0.077, 5.319], [-0.501, 0.477, 5.726], [0.566, -0.449, 5.366], [0.548, -0.726, 3.840], [-0.508, 0.099, 3.192], [-0.235, 1.520, 3.504], [-0.287, 1.743, 5.039], [-2.570, 0.395, 3.313], [-2.044, -1.287, 3.508], [-1.925, -1.033, 5.823], [-2.578, 0.592, 5.653], [0.430, -1.373, 5.928], [1.517, -0.015, 5.674], [0.333, -1.770, 3.622], [1.495, -0.478, 3.359], [-0.982, 2.124, 2.988], [0.745, 1.764, 3.093], [-1.096, 2.424, 5.308], [0.645, 2.182, 5.398], [4.748, 0.141, 1.616], [4.207, -0.449, 0.306], [4.554, 0.478, -0.866], [4.820, -1.836, 0.067], [2.743, -0.569, 0.409], [1.532, -0.685, 0.497], [5.831, 0.251, 1.553], [4.517, -0.508, 2.462], [4.316, 1.125, 1.808], [5.638, 0.571, -0.952], [4.137, 1.475, -0.716], [4.163, 0.085, -1.804], [5.904, -1.749, -0.019], [4.437, -2.278, -0.854], [4.598, -2.509, 0.897], [2.521, 3.413, -3.948], [1.407, 3.809, -3.220], [0.542, 2.857, -2.701], [0.769, 1.500, -2.920], [1.885, 1.110, -3.655], [2.758, 2.064, -4.163], [-0.513, 0.006, -2.119], [-2.407, 0.442, -2.994], [-3.213, -0.599, -3.450], [-4.494, -0.343, -3.922], [-4.986, 0.954, -3.938], [-4.192, 1.997, -3.479], [-2.914, 1.740, -3.002], [0.087, -1.647, -3.298], [-0.162, -1.702, -4.668], [0.284, -2.786, -5.410], [0.985, -3.814, -4.792], [1.245, -3.758, -3.430], [0.799, -2.675, -2.685], [3.195, 4.155, -4.356], [1.209, 4.863, -3.062], [-0.315, 3.189, -2.126], [2.075, 0.061, -3.847], [3.620, 1.749, -4.738], [-2.838, -1.616, -3.460], [-5.103, -1.158, -4.292], [-5.978, 1.155, -4.320], [-4.564, 3.014, -3.512], [-2.305, 2.571, -2.664], [-0.701, -0.901, -5.161], [0.089, -2.826, -6.473], [1.335, -4.655, -5.376], [1.804, -4.553, -2.952], [1.023, -2.622, -1.623], [-4.451, -2.639, 0.198], [-3.709, -3.301, -0.747], [-2.494, -2.692, -0.754], [-2.492, -1.665, 0.164], [-3.686, -1.667, 0.723], [-5.403, -2.843, 0.455], [-4.101, -4.124, -1.318], [-1.629, -2.927, -1.351], [-4.020, -1.017, 1.517], [1.842, -3.924, 0.885], [0.482, -3.964, 1.485], [-0.415, -2.998, 1.611], [-1.498, -3.574, 2.258], [-1.244, -4.874, 2.537], [0.010, -5.107, 2.036], [1.977, -3.029, 0.290], [2.009, -4.808, 0.268], [2.599, -3.917, 1.673], [-2.399, -3.030, 2.473], [-1.829, -5.635, 3.022], [0.511, -5.980, 2.067]],
  "homo_energy_ha": [-0.437, -0.465],
  "s2": 8.764,
  "e_above_lowest_ev": 0.0000,
  "spin_multiplicity": 6,
  "energy_ev": -68937.475,
  "charge": 2,
  "max_force_ev_per_a": 0.373
}

=====

4.
{
  "formula": "C41H58BrMnN2O4",
  "method": "the ωB97M-V functional and the def2-TZVPD basis",
  "symbols": ["Mn", "C", "N", "C", "C", "C", "N", "C", "C", "C", "C", "C", "C", "C", "O", "C", "C", "C", "C", "C", "C", "C", "C", "C", "C", "C", "C", "C", "C", "C", "O", "C", "C", "C", "C", "C", "C", "C", "C", "H", "H", "H", "H", "H", "H", "H", "H", "H", "H", "H", "H", "H", "H", "H", "H", "H", "H", "H", "H", "H", "H", "H", "H", "H", "H", "H", "H", "H", "H", "H", "H", "H", "H", "H", "H", "H", "H", "H", "H", "H", "H", "H", "H", "H", "H", "H", "H", "H", "H", "H", "H", "H", "H", "Br", "C", "C", "C", "C", "C", "C", "C", "O", "O", "H", "H", "H", "H"],
  "coordinates": [[-0.473, 0.311, -0.517], [-3.765, -1.097, -2.333], [-2.374, -1.492, -2.144], [-1.822, -1.891, -3.433], [-2.331, -2.591, -1.187], [-0.927, -3.018, -0.788], [-0.183, -2.108, 0.084], [1.238, -2.447, 0.000], [2.001, -2.135, -1.276], [3.186, -2.844, -1.437], [4.103, -2.552, -2.432], [3.794, -1.482, -3.272], [2.630, -0.741, -3.173], [1.674, -1.078, -2.159], [0.518, -0.466, -2.082], [2.385, 0.447, -4.114], [2.256, 1.752, -3.310], [3.546, 0.637, -5.093], [1.113, 0.215, -4.950], [5.437, -3.280, -2.580], [6.577, -2.304, -2.243], [5.551, -4.483, -1.641], [5.614, -3.789, -4.018], [-0.611, -2.146, 1.496], [-0.827, -0.800, 2.163], [-1.884, -0.659, 3.041], [-2.147, 0.531, 3.704], [-1.238, 1.570, 3.521], [-0.135, 1.486, 2.681], [0.049, 0.295, 1.906], [0.993, 0.187, 0.993], [0.910, 2.614, 2.655], [1.095, 3.232, 1.258], [0.522, 3.752, 3.601], [2.255, 2.040, 3.135], [-3.385, 0.650, 4.591], [-3.601, 2.082, 5.088], [-3.241, -0.269, 5.813], [-4.629, 0.233, 3.791], [-4.367, -1.930, -2.734], [-4.182, -0.775, -1.384], [-3.815, -0.262, -3.033], [-2.328, -2.790, -3.829], [-1.956, -1.077, -4.145], [-0.756, -2.080, -3.344], [-2.897, -2.293, -0.301], [-2.829, -3.474, -1.629], [-0.999, -4.011, -0.311], [-0.334, -3.139, -1.695], [1.733, -1.882, 0.789], [1.362, -3.522, 0.222], [3.383, -3.644, -0.731], [4.512, -1.216, -4.039], [3.160, 1.927, -2.722], [2.113, 2.599, -3.988], [1.409, 1.714, -2.634], [4.482, 0.844, -4.569], [3.683, -0.244, -5.725], [3.332, 1.487, -5.745], [0.252, 0.134, -4.295], [0.955, 1.049, -5.641], [1.207, -0.705, -5.533], [6.454, -1.924, -1.228], [7.549, -2.801, -2.316], [6.573, -1.451, -2.923], [5.518, -4.175, -0.595], [4.745, -5.199, -1.819], [6.503, -4.992, -1.811], [5.583, -2.970, -4.737], [6.575, -4.300, -4.126], [4.817, -4.492, -4.269], [-1.542, -2.714, 1.574], [0.135, -2.705, 2.078], [-2.537, -1.516, 3.192], [-1.391, 2.490, 4.069], [0.152, 3.624, 0.874], [1.818, 4.052, 1.312], [1.467, 2.492, 0.557], [-0.431, 4.206, 3.313], [0.445, 3.402, 4.633], [1.287, 4.531, 3.563], [2.570, 1.235, 2.474], [3.026, 2.817, 3.132], [2.162, 1.648, 4.151], [-2.778, 2.410, 5.725], [-3.693, 2.777, 4.250], [-4.521, 2.134, 5.675], [-2.374, 0.026, 6.409], [-4.133, -0.214, 6.445], [-3.103, -1.307, 5.506], [-4.675, 0.785, 2.852], [-4.607, -0.832, 3.554], [-5.539, 0.431, 4.366], [-3.494, 6.416, 2.801], [-4.056, 4.823, 1.916], [-5.399, 4.488, 1.932], [-5.798, 3.317, 1.301], [-4.863, 2.493, 0.696], [-3.518, 2.848, 0.690], [-3.111, 4.031, 1.295], [-2.485, 1.917, 0.118], [-1.526, 2.393, -0.542], [-2.609, 0.698, 0.361], [-6.119, 5.124, 2.428], [-6.845, 3.041, 1.303], [-5.161, 1.568, 0.220], [-2.064, 4.302, 1.277]],
  "homo_energy_ha": [-0.156, -0.170],
  "s2": 8.756,
  "e_above_lowest_ev": 0.9423,
  "spin_multiplicity": 6,
  "energy_ev": -155997.606,
  "charge": -1,
  "max_force_ev_per_a": 0.935
}